Here is a cluster of 11 separate species, C30H90N6O11P2S9 in total from the OMol25 dataset. Energies are from the ωB97M-V functional and the def2-TZVPD basis.

Energy relative to the best compared isomer or geometry (same formula, charge and spin) ... 0.0 kcal per mole
Molecular weight ... 1061.63 g mol⁻¹
Lowest unoccupied orbital energy ... -0.005 hartree
Orbital gap ... 8.059 eV
DFT total energy ... -6619.3811 hartree

Last column: Mulliken charge in e.
Positions of all 148 atoms, in Å:
O 1.024961 -0.214570 -3.386549  0.315
P -0.010059 -1.142794 -3.886551  -0.653
N 0.051291 -2.627757 -3.114106  0.710
C 1.255051 -3.430788 -3.355852  -1.198
C -0.699213 -2.991410 -1.933427  -1.644
N 0.083798 -1.478969 -5.547805  0.464
C 0.105019 -0.306887 -6.399467  -0.855
C -0.358147 -2.739339 -6.132596  -0.797
N -1.586515 -0.590208 -3.627831  0.447
C -1.750900 0.812363 -3.211426  -0.370
C -2.782102 -1.404165 -3.790901  -0.880
H 1.023861 -4.498576 -3.348753  0.334
H 2.016467 -3.204272 -2.609885  0.113
H 1.622974 -3.250931 -4.365445  0.482
H -1.270464 -2.142912 -1.548374  0.156
H -0.030583 -3.202171 -1.090099  0.664
H -1.365997 -3.833933 -2.123603  0.252
H -0.891189 0.155569 -6.478154  0.295
H 0.778549 0.462405 -6.022561  0.108
H 0.387811 -0.578841 -7.416331  0.398
H -0.206675 -2.713366 -7.208912  0.382
H 0.212507 -3.590528 -5.755079  0.260
H -1.397938 -2.945826 -5.873725  0.180
H -1.071882 1.440691 -3.789435  0.046
H -2.777420 1.104116 -3.409212  0.483
H -1.473477 0.885878 -2.166013  -0.185
H -2.712354 -1.949551 -4.731426  0.117
H -3.656035 -0.764349 -3.919840  0.421
H -2.992701 -2.067595 -2.949906  0.209
O 6.155887 -1.766502 -4.045920  -0.930
P 5.744115 -0.427052 -3.563667  0.411
N 5.433737 0.739250 -4.739102  0.242
C 6.640137 1.019965 -5.546090  -1.164
C 4.234235 0.551072 -5.567339  -0.803
N 6.880760 0.271130 -2.542998  0.267
C 6.837290 1.667641 -2.111876  -0.961
C 7.982536 -0.503811 -2.000865  -1.132
N 4.275535 -0.461113 -2.703754  0.667
C 3.552949 0.719878 -2.254840  -0.594
C 3.960367 -1.709059 -2.025302  -1.120
H 6.558251 2.059007 -5.869940  0.353
H 6.682438 0.337792 -6.399075  0.303
H 7.530124 0.891906 -4.933467  0.419
H 4.466736 -0.227777 -6.301116  0.452
H 3.939622 1.481863 -6.047710  0.316
H 3.440254 0.173257 -4.923177  -0.035
H 6.327458 1.717141 -1.144768  0.211
H 7.862509 1.983333 -1.901258  0.386
H 6.422949 2.315972 -2.878234  0.283
H 8.032501 -1.486829 -2.466431  0.318
H 8.913549 0.040836 -2.174464  0.369
H 7.880228 -0.701349 -0.927443  0.315
H 3.676672 1.519782 -2.982649  0.324
H 2.519586 0.409584 -2.119979  -0.003
H 3.931566 1.088982 -1.289816  0.161
H 4.741144 -2.044593 -1.330274  0.401
H 3.806265 -2.558603 -2.692926  0.302
H 3.037826 -1.528653 -1.472351  0.188
C -2.450383 -4.165657 7.031303  -0.816
S -1.066134 -4.211439 5.839247  0.463
O -0.644157 -5.634916 5.593703  -0.670
C -1.927101 -3.852599 4.280781  -0.210
H -3.072253 -5.041213 6.828735  0.292
H -3.139393 -3.330147 6.941796  0.201
H -2.005877 -4.304964 8.013866  0.383
H -2.507635 -4.710556 3.953962  0.422
H -1.102750 -3.615856 3.604984  0.219
H -2.570597 -2.973967 4.252200  -0.262
C -6.870957 -2.636119 3.564832  -0.560
S -5.799292 -2.463818 5.029437  0.351
O -5.052332 -3.757739 5.220125  -0.572
C -4.698081 -1.230916 4.334549  -0.092
H -7.298314 -1.677237 3.285091  0.379
H -7.529777 -3.498322 3.622982  0.424
H -6.202691 -2.917450 2.738465  -0.168
H -4.120025 -1.652130 3.506435  -0.641
H -4.019121 -0.809938 5.073366  0.399
H -5.269820 -0.458087 3.815591  0.436
C -0.789234 3.012489 6.041779  -0.411
S -1.603900 1.395958 6.268631  0.265
O -3.020078 1.475880 5.779612  -0.581
C -0.695004 0.551254 4.957504  0.110
H -1.300417 3.719650 6.687207  0.465
H -0.954767 3.249208 4.990228  -0.168
H 0.276409 2.885135 6.202112  0.268
H 0.325279 0.929231 4.883739  -0.285
H -1.158639 0.765562 3.990710  -0.062
H -0.732814 -0.526793 5.111491  0.316
C -0.440508 6.121064 3.412684  -0.398
S -0.622135 6.420408 1.636019  0.490
O 0.528000 7.275205 1.209959  -0.675
C -0.202426 4.735154 1.038493  -0.223
H 0.602930 5.859179 3.622512  0.163
H -0.962440 5.198058 3.674547  -0.169
H -0.672307 6.940088 4.087345  0.486
H -0.766033 3.929369 1.512983  -0.059
H 0.836445 4.402693 1.017898  0.415
H -0.511427 4.749723 -0.010749  0.002
C -5.679921 -4.996168 0.581235  -1.148
S -4.461888 -3.741627 0.051169  0.526
O -4.602533 -2.647933 1.082449  -0.524
C -2.973456 -4.596338 0.572273  -0.308
H -5.398447 -5.330367 1.576259  0.294
H -5.522337 -5.831770 -0.104167  0.405
H -6.632500 -4.489334 0.487455  0.387
H -2.145813 -3.892049 0.498842  -0.397
H -2.803668 -5.482993 -0.040481  0.501
H -3.007910 -4.895110 1.621447  0.185
C -4.079093 3.528755 0.469157  -0.920
S -3.521801 3.912451 2.144016  0.865
O -4.375706 5.019153 2.727774  -0.750
C -4.149682 2.407427 2.934012  -0.654
H -5.165655 3.561392 0.433661  0.432
H -3.694842 2.528947 0.258991  -0.001
H -3.592242 4.198825 -0.236497  0.396
H -5.236484 2.456861 2.998412  0.512
H -3.717900 2.292876 3.930724  0.135
H -3.845521 1.493102 2.419458  -0.064
C -1.758695 -1.185456 1.712422  0.280
S -1.415719 0.169335 0.539593  -0.121
O -1.223888 1.358711 1.440869  0.013
C 0.211703 -0.355966 -0.009301  0.827
H -1.682783 -2.162472 1.221374  -0.386
H -2.706790 -0.996348 2.193156  -0.077
H -0.881785 -1.284909 2.357895  0.405
H 0.919241 -0.423693 0.816665  0.588
H 0.645069 0.355998 -0.711925  -0.871
H 0.115432 -1.310251 -0.527545  -0.692
C 2.434065 1.344954 2.364340  -0.332
S 2.649134 2.858483 3.331674  0.455
O 1.307874 3.327978 3.830116  -0.417
C 3.417033 2.060617 4.744045  -1.091
H 1.917572 0.530981 2.869629  0.283
H 3.438445 0.985361 2.109990  0.539
H 1.998726 1.588295 1.395792  -0.357
H 2.809552 1.195219 5.017347  0.254
H 3.401455 2.733095 5.598218  0.391
H 4.425975 1.735441 4.494518  0.409
C 1.514098 3.688585 -3.975381  -0.492
S 0.573868 4.238376 -2.525335  0.369
O -0.883313 4.081397 -2.869661  -0.578
C 1.067451 2.777322 -1.534379  1.410
H 2.557725 3.519402 -3.708184  0.254
H 1.502408 4.437783 -4.767158  0.536
H 1.079291 2.776206 -4.385968  -0.174
H 2.121914 2.790559 -1.265342  0.392
H 0.776169 1.858410 -2.041932  -0.958
H 0.490067 2.900706 -0.617779  -0.858

Force components x, y, z for each atom (eV/Å):
O -0.384 0.566 -0.575
P -1.579 -0.906 -0.099
N 0.075 -0.125 -0.946
C -0.408 -0.119 -0.121
C 0.005 0.551 0.244
N 0.983 -0.245 1.120
C -0.646 0.285 -0.253
C -0.092 -0.019 0.538
N 0.778 0.129 0.274
C 0.645 -0.656 -0.250
C 0.186 0.269 -0.569
H -0.150 -0.019 0.278
H -0.037 -0.198 -0.172
H 0.292 0.329 0.206
H -0.356 -0.117 -0.480
H 0.153 -0.500 -0.204
H 0.024 -0.117 0.132
H 0.015 -0.002 0.023
H 0.157 -0.167 0.052
H 0.240 -0.044 0.082
H -0.176 0.093 -0.041
H 0.071 0.126 -0.012
H -0.120 -0.103 -0.456
H -0.206 0.169 0.114
H -0.001 0.204 0.212
H -0.337 0.542 0.262
H -0.086 -0.387 0.198
H 0.101 0.161 0.129
H 0.059 -0.150 -0.059
O -0.120 0.371 0.470
P -1.041 0.374 0.787
N 0.592 -0.173 0.443
C -0.766 0.240 0.289
C 0.512 -0.663 0.576
N 0.053 -0.083 -0.903
C 0.371 -0.824 0.456
C -0.076 -0.239 -0.010
N 0.780 -0.524 -1.083
C 0.679 -0.495 0.455
C 0.138 0.015 0.215
H 0.279 -0.065 -0.267
H 0.144 0.100 -0.068
H 0.049 0.071 -0.067
H -0.306 0.150 -0.302
H 0.049 0.050 -0.058
H -0.187 0.159 -0.147
H -0.308 0.458 -0.162
H 0.035 0.099 -0.214
H -0.286 0.013 0.148
H -0.015 0.144 -0.242
H 0.136 -0.143 0.059
H -0.048 0.275 0.073
H -0.305 -0.005 -0.034
H 0.040 0.439 -0.268
H 0.079 0.063 0.054
H -0.037 0.235 0.168
H 0.121 0.345 -0.235
H -0.021 -0.202 0.113
C -0.136 -1.206 -0.471
S -0.425 -0.279 -0.624
O -0.194 0.617 0.680
C 0.128 0.828 -0.081
H 0.124 -0.074 -0.088
H 0.472 0.384 -0.028
H -0.007 0.324 0.060
H 0.143 -0.185 0.193
H -0.001 -0.423 -0.164
H -0.045 -0.028 0.533
C 1.490 -0.517 -0.897
S -0.546 -0.322 0.403
O -0.153 0.639 -0.464
C 0.348 -0.034 -1.128
H -0.450 -0.095 0.324
H -0.453 0.383 0.670
H 0.138 0.276 0.132
H -0.063 -0.460 0.221
H -0.272 0.081 0.176
H -0.205 0.196 0.582
C -0.901 -0.727 -0.703
S 0.157 -0.089 0.010
O 0.375 0.102 0.184
C 0.062 0.024 -0.490
H 0.221 0.064 0.137
H 0.096 0.265 0.057
H -0.003 0.182 0.267
H 0.041 -0.160 0.256
H -0.195 0.253 0.130
H 0.103 0.020 0.214
C 1.027 -1.038 0.332
S 0.830 -0.424 0.128
O -0.329 0.010 0.131
C -0.532 -0.439 -0.432
H 0.054 0.148 -0.378
H -0.462 0.307 -0.053
H -0.518 0.245 -0.483
H -0.158 0.301 0.183
H 0.277 0.810 0.540
H -0.162 0.181 0.065
C 1.437 0.057 -0.700
S -0.231 0.350 1.506
O 0.046 -0.094 -0.676
C 0.251 -0.453 0.064
H -0.331 0.269 0.229
H -0.547 -0.018 -0.070
H -0.219 -0.309 0.108
H -0.073 -0.124 -0.399
H 0.114 0.109 -0.106
H -0.422 0.075 -0.014
C 0.360 -0.234 0.176
S -0.799 0.347 0.892
O 0.657 -0.765 -0.716
C 0.210 -0.491 0.083
H -0.010 0.073 -0.092
H -0.127 -0.046 -0.017
H -0.239 0.257 0.067
H -0.014 0.192 -0.069
H -0.135 0.450 0.009
H 0.033 0.222 -0.368
C 1.599 -0.584 -0.861
S -0.086 0.180 0.851
O 0.025 -0.214 -0.457
C 0.424 -0.189 -0.029
H -0.801 0.336 -0.304
H -0.014 -0.093 0.064
H -0.281 0.738 0.550
H -0.249 -0.183 0.252
H -0.441 0.056 -0.042
H 0.150 0.230 0.221
C 0.766 -0.091 -0.492
S -0.829 0.215 0.262
O 0.737 -0.466 -0.363
C -0.185 -0.510 0.173
H -0.307 0.278 0.161
H 0.070 0.095 0.229
H -0.417 0.159 0.244
H 0.036 -0.043 -0.060
H 0.179 0.273 -0.205
H 0.041 0.102 0.052
C 0.113 0.168 -0.471
S -0.088 -0.713 -0.500
O 0.877 -0.085 0.315
C -0.750 0.530 0.301
H -0.049 -0.032 0.171
H -0.197 0.197 0.202
H -0.057 -0.109 0.284
H 0.093 0.138 -0.260
H 0.111 0.128 -0.230
H -0.050 -0.246 0.043